No. 1
This record from OMol25 describes a single C5H6O molecule at a distorted geometry. The level of theory is the ωB97M-V functional and the def2-TZVPD basis.

```
12
Properties=species:S:1:pos:R:3:forces:R:3:lowdin_charge:R:1
C 0.3767 0.3902 -0.4587 0.1 0.9 0.4 -0.10
C -0.1712 -0.7681 0.0391 3.2 3.1 -4.6 -0.07
C 0.1703 -0.5527 -1.4607 -0.5 -1.0 3.5 -0.34
C 0.7907 1.8493 -0.2290 -0.1 -1.2 1.3 -0.03
C -0.7592 -1.4747 1.0741 -2.5 0.6 3.4 -0.06
O 0.2089 -1.0680 -2.5230 0.1 -0.3 -1.7 0.08
H 1.8254 2.0872 -0.6153 -1.2 -0.3 0.9 0.10
H 0.5210 2.1085 0.8351 1.2 -0.2 -0.8 0.09
H 0.0790 2.4568 -0.7265 -0.5 0.6 -1.1 0.05
H -1.0189 -0.9227 2.0392 0.3 -0.2 -1.3 0.11
H -0.3520 -2.3674 1.4449 1.1 -1.4 -0.2 0.07
H -1.6706 -1.7384 0.5808 -1.2 -0.6 0.3 0.09
```
Forces are in eV/Å.

Output
SMILES: Cc1c(C)c1=O
Orbital gap: 9.21 eV
HOMO level: -0.3124 Eh
LUMO level: 0.713 eV

No. 2
This record from OMol25 describes a single C5H6O molecule. The level of theory is the ωB97M-V functional and the def2-TZVPD basis.

```
12
Properties=species:S:1:pos:R:3:forces:R:3:lowdin_charge:R:1
C -1.9901 -0.0999 -0.6818 0.0 0.0 0.0 -0.07
C -1.0974 -0.0104 0.5359 -0.3 0.0 0.1 -0.24
C 1.1913 -0.4474 0.6205 0.0 0.3 -0.3 -0.06
O 0.2489 0.3110 0.1261 0.4 -0.2 0.2 -0.11
C 2.4637 0.0496 0.1750 0.4 0.0 0.0 -0.13
C 3.6079 0.3557 -0.0741 -0.4 -0.1 0.0 0.13
H -3.0335 -0.1566 -0.3572 0.1 0.0 -0.1 0.08
H -1.7595 -0.9832 -1.2838 0.0 0.1 0.1 0.08
H -1.8745 0.7877 -1.3094 0.0 -0.1 0.1 0.08
H -1.0586 -0.9395 1.1093 0.0 0.1 -0.1 0.11
H -1.4098 0.8081 1.1900 0.0 -0.1 -0.1 0.12
H 4.6002 0.6639 -0.3220 -0.2 -0.1 0.1 0.03
```
Forces are in eV/Å.

Output
Orbital gap: 8.72 eV
HOMO level: -0.3188 Eh
LUMO level: 0.047 eV

No. 3
This record from OMol25 describes a single C5H6O molecule. The level of theory is the ωB97M-V functional and the def2-TZVPD basis.

```
12
Properties=species:S:1:pos:R:3:forces:R:3:lowdin_charge:R:1
C 0.4064 0.9651 -0.9068 0.2 0.2 -0.5 -0.07
C -0.5069 -0.2140 -0.9527 0.0 -0.1 0.8 -0.24
C -0.9421 -0.3698 1.2520 -0.1 0.1 -0.3 -0.14
C 0.3818 -0.3781 1.2139 0.6 -0.2 0.3 -0.05
C 0.8247 -0.3216 -0.2154 -0.3 0.4 -0.1 -0.19
H 0.9003 1.1727 -1.8643 -0.2 0.0 0.5 0.11
H 0.1887 1.8248 -0.2747 -0.1 -0.2 -0.2 0.12
H -0.7834 -0.7125 -1.8685 0.1 0.0 -0.1 0.15
H -1.6066 -0.4036 2.1038 0.0 0.1 -0.2 0.12
H 1.0056 -0.3850 2.1108 -0.1 -0.1 -0.5 0.11
H 1.6696 -0.8602 -0.6187 0.0 -0.1 0.2 0.13
O -1.5381 -0.3177 0.0208 -0.2 0.0 -0.1 -0.04
```
Forces are in eV/Å.

Output
SMILES: C1=C[C@@H]2C[C@@H]2O1
Orbital gap: 9.61 eV
HOMO level: -0.3107 Eh
LUMO level: 1.154 eV

No. 4
This record from OMol25 describes a single C5H6O molecule. The level of theory is the ωB97M-V functional and the def2-TZVPD basis.

```
12
Properties=species:S:1:pos:R:3:forces:R:3:lowdin_charge:R:1
C -1.7694 0.0100 -0.3909 0.0 0.0 0.0 -0.03
C -0.4823 0.7180 -0.7172 -0.2 0.2 0.0 -0.22
C 0.7774 0.0425 -0.6620 0.0 0.1 0.2 -0.31
O 0.2257 0.1372 -1.8859 0.1 -0.1 -0.2 0.07
C 1.7752 -0.2750 0.1070 -0.5 0.1 0.3 -0.02
C 2.0450 -0.5715 1.3578 0.1 -0.1 0.0 0.00
H -2.1180 0.2291 0.6240 0.1 0.1 -0.1 0.08
H -1.6543 -1.0739 -0.4937 0.1 0.2 0.0 0.09
H -2.5348 0.3450 -1.0965 0.0 -0.1 0.1 0.08
H 1.3194 -1.1774 1.8893 0.4 -0.5 0.1 0.06
H -0.4708 1.8027 -0.6524 -0.1 0.0 -0.4 0.14
H 2.8867 -0.1867 1.9204 0.0 0.1 -0.1 0.05
```
Forces are in eV/Å.

Output
SMILES: C=C=C1O[C@H]1C
Orbital gap: 9.34 eV
HOMO level: -0.3228 Eh
LUMO level: 0.558 eV

No. 5
This record from OMol25 describes a single C5H6O2 molecule. The level of theory is the ωB97M-V functional and the def2-TZVPD basis.

```
13
Properties=species:S:1:pos:R:3:forces:R:3:lowdin_charge:R:1
C 1.2480 0.0296 1.4923 0.1 0.0 0.1 -0.03
C 0.5138 0.8572 0.4386 -0.2 -0.2 0.2 -0.41
O 1.4313 1.4241 -0.4549 -0.1 0.0 -0.2 0.00
C -0.5090 -0.0125 -0.2333 0.3 0.3 -0.1 0.03
O -0.4342 -0.0365 -1.5342 -0.2 -0.2 0.2 0.10
C -1.6168 -0.8133 -1.2001 -0.4 -0.3 -0.3 -0.29
C -2.5688 -1.4701 -1.6047 0.3 0.2 0.1 0.07
H 1.9661 0.6672 2.0129 -0.1 -0.1 -0.1 0.09
H 1.7956 -0.7848 1.0090 -0.1 0.1 0.1 0.09
H 0.5422 -0.3892 2.2147 0.1 0.1 -0.1 0.09
H -0.0821 1.6386 0.9458 0.0 -0.1 -0.1 0.16
H 1.1013 1.3249 -1.3613 0.1 0.1 0.1 0.09
H -3.4504 -2.0674 -1.5164 0.2 0.1 0.1 0.01
```
Forces are in eV/Å.

Output
Orbital gap (alpha / beta): 7.53 / 7.53 eV
HOMO level (alpha / beta): -0.2902 / -0.2902 Eh
LUMO level (alpha / beta): -0.363 / -0.363 eV

No. 6
This record from OMol25 describes 2 unconnected molecules or ions with the total composition C5H6O2 at a distorted geometry. The level of theory is the ωB97M-V functional and the def2-TZVPD basis.

```
13
Properties=species:S:1:pos:R:3:forces:R:3:lowdin_charge:R:1
O -2.2129 0.7241 -0.0119 0.0 0.0 -0.1 -0.02
C -1.3103 0.3292 -0.9427 0.4 -0.3 -0.3 -0.16
C -0.0555 -0.0337 -0.7229 -0.2 0.1 0.0 -0.25
C 1.1329 -0.0675 0.1494 0.1 0.0 0.0 -0.14
C 1.2094 -0.4480 -1.3262 0.2 0.0 -0.1 -0.11
C -0.7918 0.1197 2.4373 0.7 -0.3 1.2 0.09
O -0.0815 -0.1735 3.2660 -0.6 0.3 -0.7 0.11
H -1.7326 0.3218 -1.9431 0.0 -0.1 0.1 0.12
H 1.2927 -0.8845 0.8497 -0.1 0.2 0.0 0.09
H 1.5955 0.8816 0.4166 -0.1 -0.2 0.1 0.11
H 1.3892 -1.5041 -1.5171 -0.1 0.2 -0.1 0.10
H 1.7356 0.2390 -1.9782 0.0 -0.1 -0.1 0.10
H -1.8187 0.5363 0.8520 -0.2 0.2 0.0 -0.02
```
Forces are in eV/Å.

Output
Orbital gap: 9.37 eV
HOMO level: -0.3152 Eh
LUMO level: 0.792 eV

The records above yield ΔE to the lowest compared entry with this formula, charge and spin values of 246.68, 404.78, 141.94, 346.49, 667.73, 226.00 kJ/mol, respectively.